# 1
68
Properties=species:S:1:pos:R:3:lowdin_charge:R:1 method="wB97M-V/def2-TZVPD" fmax_ha_per_bohr=0.018 homo_lumo_gap_ev="5.09 / 4.83" e_tot_ev=-181425.08256 s2=0.766 relative_energy_kcal_mol=0.0 spin_multiplicity=2 homo_energy_ev="-0.278 / -0.016" total_charge=-2 lumo_ev="4.811 / 4.811"
Ru 0.669 0.469 -0.172 0.56
C 1.832 -2.218 -1.394 -0.15
N 1.351 -2.178 -0.012 -0.16
C 2.433 -2.617 0.903 -0.16
C 2.995 -1.452 1.698 -0.23
N 3.395 -0.360 0.854 -0.20
C 4.778 -0.310 0.470 -0.11
C 2.711 0.867 1.096 -0.34
C 2.516 1.322 2.410 -0.09
C 1.851 2.501 2.695 -0.16
C 1.381 3.290 1.637 -0.15
C 1.589 2.900 0.333 -0.16
C 2.277 1.685 -0.006 -0.87
S 2.538 1.244 -1.687 0.50
C 0.123 -2.868 0.210 -0.26
C -0.342 -3.816 -0.706 -0.04
C -1.486 -4.564 -0.471 -0.11
C -2.196 -4.385 0.697 -0.12
C -1.771 -3.411 1.596 -0.15
C -0.642 -2.633 1.372 -0.48
S -0.289 -1.363 2.560 0.81
H 2.174 -3.229 -1.678 0.07
H 2.662 -1.519 -1.475 0.03
H 1.048 -1.878 -2.068 0.02
H 3.207 -3.107 0.300 0.11
H 2.052 -3.360 1.610 0.12
H 3.798 -1.793 2.377 0.12
H 2.166 -1.117 2.313 0.03
H 5.454 -0.063 1.314 0.07
H 4.906 0.431 -0.319 0.05
H 5.085 -1.281 0.066 0.07
H 2.871 0.703 3.228 0.10
H 1.684 2.800 3.724 0.08
H 0.828 4.201 1.841 0.08
H 1.224 3.501 -0.491 0.07
H 0.196 -3.981 -1.626 0.09
H -1.815 -5.286 -1.209 0.09
H -3.096 -4.957 0.891 0.09
H -2.349 -3.198 2.488 0.09
C -1.277 3.379 -2.613 -0.23
Si -1.054 1.657 -3.350 0.03
C 0.480 1.744 -4.454 -0.27
C -2.507 1.446 -4.554 -0.27
Se -1.130 -0.019 -1.883 0.28
H -1.459 4.112 -3.409 0.01
H -0.376 3.672 -2.069 0.00
H -2.119 3.407 -1.918 0.00
H 0.193 1.804 -5.511 0.01
H 1.100 0.859 -4.303 -0.01
H 1.098 2.610 -4.206 0.00
H -2.549 2.278 -5.267 0.01
H -3.456 1.399 -4.013 0.01
H -2.396 0.513 -5.115 0.01
C -3.695 -0.461 0.642 -0.24
Ge -2.445 0.625 1.689 0.67
C -2.689 2.516 1.207 -0.22
C -3.132 0.456 3.546 -0.26
C -0.546 0.204 1.577 -0.73
H -4.721 -0.141 0.853 0.00
H -3.597 -1.515 0.910 -0.01
H -3.486 -0.352 -0.421 -0.06
H -3.746 2.796 1.181 0.00
H -2.245 2.680 0.224 -0.01
H -2.171 3.152 1.929 0.01
H -4.097 0.964 3.639 0.00
H -2.433 0.895 4.262 0.00
H -3.262 -0.598 3.801 -0.01
H -0.092 0.948 2.256 -0.04

# 2
99
Properties=species:S:1:pos:R:3:lowdin_charge:R:1 method="wB97M-V/def2-TZVPD" fmax_ha_per_bohr=0.123 homo_lumo_gap_ev=7.78 e_tot_ev=-491027.00831 spin_multiplicity=1 homo_energy_ev=-4.091 total_charge=-3 lumo_ev=3.691
C -1.246 -4.749 -6.127 -0.06
C -0.126 -4.324 -5.093 -0.14
N -0.169 -2.874 -5.071 -0.05
C 0.163 -2.135 -6.138 -0.06
C -0.104 -0.848 -5.878 -0.01
N -0.617 -0.812 -4.613 -0.05
C -0.565 -2.017 -4.088 -0.01
C -1.031 0.465 -3.911 0.05
H -0.898 -4.494 -7.145 0.06
H -2.213 -4.241 -5.932 0.07
H -1.404 -5.823 -6.036 0.07
H 0.838 -4.640 -5.383 0.10
H -0.506 -4.740 -4.175 0.10
H 0.490 -2.640 -7.036 0.13
H -0.144 0.097 -6.359 0.13
H -1.035 -2.235 -3.133 0.13
H -0.086 0.872 -3.498 0.09
H -1.856 0.342 -3.176 0.10
H -1.348 1.144 -4.703 0.09
C 6.134 -1.633 -0.153 -0.07
C 6.069 -1.799 1.331 -0.17
N 4.691 -2.199 1.787 -0.03
C 4.421 -2.432 3.079 -0.07
C 3.102 -2.196 3.342 0.01
N 2.573 -1.808 2.145 -0.07
C 3.526 -1.671 1.242 0.03
C 1.320 -1.108 1.954 0.01
H 5.496 -0.823 -0.522 0.06
H 5.829 -2.570 -0.645 0.10
H 7.162 -1.348 -0.394 0.09
H 6.280 -0.863 1.882 0.14
H 6.687 -2.546 1.804 0.11
H 5.139 -2.829 3.779 0.13
H 2.522 -2.369 4.197 0.13
H 3.398 -1.115 0.299 0.13
H 1.112 -0.501 2.874 0.10
H 0.528 -1.805 1.665 0.12
H 1.451 -0.419 1.132 0.07
C 2.531 1.939 3.163 -0.05
C 1.254 2.721 3.325 -0.13
N 0.126 2.006 2.670 -0.04
C -0.835 1.286 3.352 0.01
C -1.547 0.629 2.397 0.00
N -1.048 0.986 1.180 -0.06
C 0.008 1.813 1.363 -0.02
C -1.406 0.341 -0.059 -0.01
H 2.356 0.967 3.593 0.05
H 3.316 2.496 3.655 0.08
H 2.865 1.892 2.132 0.07
H 1.250 3.669 2.823 0.08
H 0.768 2.872 4.299 0.12
H -0.947 1.397 4.437 0.10
H -2.490 0.130 2.513 0.12
H 0.631 2.195 0.570 0.16
H -1.287 1.038 -0.899 0.08
H -2.430 -0.025 -0.127 0.11
H -0.716 -0.512 -0.240 0.09
As -3.712 -3.281 -3.104 0.74
F -4.099 -4.029 -1.509 -0.28
F -4.998 -2.049 -3.059 -0.26
F -3.335 -2.762 -4.658 -0.23
F -2.479 -4.403 -3.228 -0.23
F -4.859 -4.440 -3.843 -0.30
F -2.668 -2.165 -2.260 -0.26
As 2.956 0.521 -2.045 0.61
F 4.157 -0.606 -2.140 -0.21
F 2.967 0.444 -0.327 -0.26
F 1.581 1.594 -1.874 -0.24
F 2.935 0.772 -3.764 -0.25
F 1.919 -0.764 -2.196 -0.21
F 4.104 1.826 -1.881 -0.24
As -1.390 2.794 7.014 0.62
F -0.754 3.748 5.779 -0.23
F -0.297 1.520 6.546 -0.28
F -2.013 1.748 8.228 -0.26
F -2.439 4.119 7.471 -0.27
F -2.642 2.206 5.930 -0.26
F -0.210 3.365 8.050 -0.24
As 1.077 5.998 0.867 0.70
F 1.902 4.681 0.120 -0.26
F 2.258 5.873 2.141 -0.28
F 0.227 7.238 1.731 -0.26
F -0.118 6.114 -0.462 -0.28
F 0.056 4.827 1.621 -0.25
F 2.059 7.152 0.056 -0.26
As -3.933 3.192 -2.334 0.63
F -4.870 1.881 -2.781 -0.23
F -4.303 3.880 -3.855 -0.26
F -2.886 4.534 -1.887 -0.27
F -3.474 2.395 -0.847 -0.26
F -2.617 2.453 -3.104 -0.26
F -5.298 3.912 -1.548 -0.26
As -4.652 -2.367 3.384 0.58
F -3.387 -2.818 4.411 -0.25
F -3.579 -2.014 2.133 -0.24
F -6.032 -1.882 2.390 -0.29
F -5.800 -2.692 4.615 -0.27
F -4.533 -0.748 3.992 -0.26
F -4.805 -3.919 2.770 -0.24

# 3
122
Properties=species:S:1:pos:R:3:lowdin_charge:R:1 method="wB97M-V/def2-TZVPD" fmax_ha_per_bohr=0.073 homo_lumo_gap_ev=9.07 e_tot_ev=-113959.55855 spin_multiplicity=1 homo_energy_ev=-11.626 total_charge=+1 lumo_ev=-2.558
C 7.822 -1.654 0.539 -0.07
C 8.153 -0.160 0.389 -0.26
O 7.165 0.676 0.995 -0.14
C 6.231 1.059 -0.013 -0.23
C 4.932 1.545 0.612 -0.15
C 3.873 2.066 -0.396 -0.16
C 3.744 1.264 -1.712 -0.18
C 2.302 0.848 -2.095 -0.14
C 1.508 0.156 -0.995 -0.18
N 2.302 -0.853 -0.161 -0.09
P 3.375 -2.051 -1.048 1.02
C 3.070 -3.763 -0.434 -0.21
O 2.894 -2.219 -2.622 -0.26
C 1.506 -1.326 1.034 -0.17
C 1.958 -0.442 2.238 -0.14
C 3.343 -0.909 2.717 -0.87
O 3.982 -1.685 2.142 0.02
I 4.001 0.023 4.550 0.89
C -0.034 -1.446 0.835 -0.40
N -0.304 -2.893 0.572 0.12
C -0.891 -1.277 2.137 -0.08
C -1.175 0.117 2.752 -0.23
N -0.725 1.339 2.092 0.06
O -0.669 -0.729 -0.209 0.03
C 0.051 -0.257 -1.323 -0.34
C -0.091 -1.142 -2.619 -0.06
C -0.172 -2.651 -2.461 -0.19
O -1.486 -3.085 -2.062 0.00
C -1.529 -4.418 -1.748 -0.57
C -0.601 -5.470 -2.334 0.02
O -2.340 -4.762 -0.995 0.16
C -0.702 1.020 -1.817 -0.01
C -0.731 2.264 -0.991 -0.42
O 0.109 2.783 -0.377 0.20
O -1.932 3.013 -1.138 0.09
C -2.977 2.469 -0.391 -0.50
C -3.871 1.343 -0.881 0.03
O -3.209 2.953 0.641 0.16
H 7.313 -1.894 1.473 0.07
H 7.108 -1.898 -0.266 0.05
H 8.690 -2.285 0.339 0.08
H 9.146 0.031 0.809 0.12
H 8.236 0.112 -0.671 0.11
H 6.676 1.805 -0.688 0.14
H 6.000 0.133 -0.561 0.09
H 4.517 0.732 1.228 0.07
H 5.151 2.368 1.301 0.13
H 2.925 2.130 0.158 0.10
H 4.132 3.104 -0.620 0.12
H 4.090 1.921 -2.516 0.13
H 4.381 0.375 -1.779 0.06
H 1.769 1.775 -2.333 0.13
H 2.364 0.314 -3.048 0.11
H 1.365 0.956 -0.250 0.12
H 3.026 -0.247 0.244 0.08
H 3.158 -3.821 0.649 0.03
H 3.916 -4.330 -0.836 0.07
H 2.164 -4.223 -0.842 0.04
H 3.514 -1.719 -3.174 0.07
H 1.838 -2.298 1.389 0.12
H 1.320 -0.539 3.118 0.10
H 1.996 0.617 1.942 0.12
H -0.492 -3.388 1.437 0.10
H 0.498 -3.358 0.157 0.05
H -0.363 -1.881 2.891 0.12
H -1.831 -1.805 1.956 0.12
H -0.768 0.130 3.777 0.10
H -2.254 0.217 2.896 0.10
H -1.508 1.757 1.612 0.04
H 0.081 1.238 1.501 0.02
H -0.991 -0.875 -3.184 0.13
H 0.720 -0.939 -3.322 0.11
H 0.637 -3.086 -1.869 0.08
H -0.034 -3.070 -3.469 0.13
H 0.026 -5.149 -3.171 0.07
H -1.227 -6.281 -2.710 0.10
H 0.049 -5.927 -1.581 0.09
H -0.310 1.264 -2.811 0.15
H -1.722 0.683 -2.008 0.12
H -4.839 1.505 -0.421 0.08
H -4.045 1.439 -1.960 0.10
H -3.429 0.374 -0.633 0.09
C -5.983 4.701 0.400 -0.06
C -6.473 4.433 -0.998 -0.30
O -7.876 4.486 -0.858 0.14
C -8.128 5.345 0.181 -0.54
O -9.181 5.828 0.410 0.19
O -6.999 5.568 0.908 0.08
F -6.120 3.181 -1.414 0.06
H -5.941 3.793 1.006 0.14
H -5.008 5.183 0.421 0.14
H -6.150 5.168 -1.736 0.15
C -5.122 6.006 -4.513 -0.06
C -4.650 7.183 -5.326 -0.32
O -5.049 8.287 -4.537 0.14
C -5.047 7.862 -3.240 -0.54
O -5.072 8.573 -2.297 0.20
O -5.002 6.497 -3.174 0.03
F -5.282 7.244 -6.521 0.08
H -6.164 5.753 -4.716 0.15
H -4.508 5.119 -4.660 0.14
H -3.570 7.220 -5.485 0.17
C 4.662 -7.048 3.320 -0.04
C 4.833 -5.691 2.690 -0.32
O 4.213 -5.857 1.422 0.09
C 3.244 -6.811 1.594 -0.55
O 2.363 -7.006 0.824 0.18
O 3.423 -7.486 2.753 0.09
F 6.138 -5.389 2.501 0.08
H 5.457 -7.739 3.038 0.15
H 4.601 -7.004 4.405 0.15
H 4.347 -4.876 3.231 0.17
C -6.683 0.445 4.134 -0.05
C -5.529 -0.022 4.982 -0.31
O -4.848 -0.915 4.113 0.13
C -5.091 -0.478 2.845 -0.55
O -4.474 -0.819 1.888 0.17
O -6.120 0.403 2.818 0.07
F -5.954 -0.705 6.069 0.09
H -7.536 -0.232 4.187 0.15
H -7.013 1.450 4.388 0.14
H -4.848 0.771 5.296 0.18

# 4
115
Properties=species:S:1:pos:R:3:lowdin_charge:R:1 method="wB97M-V/def2-TZVPD" fmax_ha_per_bohr=0.348 homo_lumo_gap_ev="5.11 / 5.12" e_tot_ev=-176738.63253 s2=0.950 relative_energy_kcal_mol=904.7 spin_multiplicity=2 homo_energy_ev="-3.137 / -3.141" total_charge=-1 lumo_ev="1.970 / 1.976"
V 0.227 -0.497 -0.472 0.97
C -5.242 -2.577 -1.331 -0.16
N -3.890 -2.204 -1.787 -0.31
C -3.606 -2.304 -3.413 -0.04
P -3.134 -0.719 -1.406 0.40
O -1.638 -0.852 -1.403 -0.34
O -3.456 -0.353 0.040 -0.25
P -2.621 0.442 0.950 0.33
O -1.417 0.044 1.302 -0.17
N -3.598 0.274 2.458 -0.33
C -2.883 0.459 3.799 -0.09
C -5.051 -0.039 2.345 -0.09
N -2.672 2.088 0.865 -0.20
C -1.622 3.046 0.660 -0.10
C -3.672 2.965 0.663 -0.22
N -3.984 0.456 -2.065 -0.40
C -3.292 1.098 -3.171 -0.14
C -5.431 0.700 -1.731 0.06
H -5.336 -2.278 -0.273 -0.01
H -4.930 -4.618 -2.343 0.01
H -6.114 -2.288 -2.014 0.02
H -2.982 -1.364 -3.553 0.05
H -4.255 -3.007 -3.866 0.02
H -2.668 -3.084 -3.548 0.11
H -1.991 0.762 3.221 0.04
H -2.190 -0.448 4.337 0.14
H -3.374 1.128 4.369 0.02
H -5.303 1.073 1.803 0.09
H -4.825 -0.091 3.426 0.07
H -5.271 -0.678 1.316 0.10
H -0.945 2.524 -0.046 0.06
H -1.225 3.627 1.593 0.12
H -1.937 3.922 0.094 0.07
H -3.800 3.512 -0.442 0.14
H -3.852 3.936 0.962 0.07
H -4.444 2.379 0.529 -0.01
H -3.298 2.112 -2.763 0.07
H -4.048 1.350 -3.940 0.09
H -2.255 0.625 -3.253 0.08
H -0.736 1.525 -2.357 0.02
H -5.493 -4.621 -2.663 0.03
H -5.350 0.668 -0.456 0.00
F 0.654 -2.435 -0.946 -0.54
C -1.047 -7.739 -0.267 -0.13
C -0.783 -6.223 -0.516 -0.32
C -2.139 -5.410 -0.172 -0.34
S -1.554 -3.670 0.145 0.92
O -2.629 -2.962 0.931 -0.54
C -0.441 -4.157 1.480 -0.42
C -0.593 -3.292 2.653 -0.26
C 0.734 -2.349 2.787 -0.11
H -0.329 -8.268 0.662 0.15
H -0.788 -8.135 -1.269 0.05
H -2.142 -7.838 -0.212 0.04
H -0.555 -5.848 -1.564 0.12
H 0.001 -5.954 0.185 0.05
H -2.703 -5.938 0.726 0.12
H -2.850 -5.635 -1.085 0.11
H 0.684 -4.043 1.091 0.14
H -1.088 -4.999 1.951 0.13
H -0.307 -3.837 3.523 0.08
H -1.629 -2.802 2.199 0.12
H 0.892 -1.397 2.685 -0.12
H 1.944 -2.354 2.486 0.12
H 1.264 -1.973 3.895 0.11
C 1.772 0.673 -0.407 -0.35
Ge 3.130 0.942 0.747 0.97
C 2.508 1.775 2.445 -0.24
C 2.279 3.366 2.119 0.05
C 1.266 4.029 2.964 -0.04
C 1.021 3.377 4.181 -0.07
C 1.218 1.990 4.364 -0.03
C 1.956 1.244 3.416 -0.19
C 4.375 2.539 0.320 -0.26
C 5.062 3.224 1.545 -0.02
C 5.917 4.416 1.195 -0.14
C 6.104 4.919 0.000 -0.16
C 5.620 4.145 -1.136 0.02
C 4.673 2.907 -0.922 -0.07
C 4.215 -0.717 0.970 -0.28
C 4.343 -1.822 -0.040 -0.02
C 5.218 -2.983 0.316 -0.12
C 6.026 -2.941 1.415 -0.16
C 5.845 -1.946 2.377 -0.05
C 4.837 -0.881 2.116 -0.13
H 2.871 3.778 1.434 0.00
H 0.799 4.811 2.538 0.05
H 0.527 3.711 4.953 0.04
H 0.808 1.595 5.182 0.06
H 1.664 0.218 3.536 0.08
H 5.100 2.505 2.408 0.10
H 6.706 4.886 1.920 0.12
H 6.606 5.785 -0.428 0.10
H 5.454 4.726 -1.919 0.01
H 4.130 2.551 -1.631 -0.01
H 4.069 -1.953 -1.116 0.10
H 5.436 -3.790 -0.591 0.14
H 6.934 -3.548 1.869 0.14
H 6.213 -2.292 3.229 0.03
H 4.468 -0.256 2.852 0.05
C -0.304 3.112 -5.028 -0.16
Si 1.216 2.893 -3.626 0.69
C 1.998 4.839 -3.409 -0.26
C 2.693 1.948 -4.566 -0.24
C 0.237 2.043 -2.083 -0.24
C 0.958 1.276 -1.245 -0.43
H -0.188 2.737 -5.978 -0.03
H -0.378 4.237 -5.001 0.01
H -1.125 2.577 -4.583 -0.03
H 1.429 5.550 -2.461 0.07
H 1.402 5.274 -4.415 0.02
H 3.075 5.292 -3.217 0.00
H 2.860 2.570 -5.483 0.00
H 2.366 1.038 -5.142 0.02
H 3.598 2.199 -3.788 0.05

Please write out number 1 again, unchanged.
68
Properties=species:S:1:pos:R:3:lowdin_charge:R:1 method="wB97M-V/def2-TZVPD" fmax_ha_per_bohr=0.018 homo_lumo_gap_ev="5.09 / 4.83" e_tot_ev=-181425.08256 s2=0.766 relative_energy_kcal_mol=0.0 spin_multiplicity=2 homo_energy_ev="-0.278 / -0.016" total_charge=-2 lumo_ev="4.811 / 4.811"
Ru 0.669 0.469 -0.172 0.56
C 1.832 -2.218 -1.394 -0.15
N 1.351 -2.178 -0.012 -0.16
C 2.433 -2.617 0.903 -0.16
C 2.995 -1.452 1.698 -0.23
N 3.395 -0.360 0.854 -0.20
C 4.778 -0.310 0.470 -0.11
C 2.711 0.867 1.096 -0.34
C 2.516 1.322 2.410 -0.09
C 1.851 2.501 2.695 -0.16
C 1.381 3.290 1.637 -0.15
C 1.589 2.900 0.333 -0.16
C 2.277 1.685 -0.006 -0.87
S 2.538 1.244 -1.687 0.50
C 0.123 -2.868 0.210 -0.26
C -0.342 -3.816 -0.706 -0.04
C -1.486 -4.564 -0.471 -0.11
C -2.196 -4.385 0.697 -0.12
C -1.771 -3.411 1.596 -0.15
C -0.642 -2.633 1.372 -0.48
S -0.289 -1.363 2.560 0.81
H 2.174 -3.229 -1.678 0.07
H 2.662 -1.519 -1.475 0.03
H 1.048 -1.878 -2.068 0.02
H 3.207 -3.107 0.300 0.11
H 2.052 -3.360 1.610 0.12
H 3.798 -1.793 2.377 0.12
H 2.166 -1.117 2.313 0.03
H 5.454 -0.063 1.314 0.07
H 4.906 0.431 -0.319 0.05
H 5.085 -1.281 0.066 0.07
H 2.871 0.703 3.228 0.10
H 1.684 2.800 3.724 0.08
H 0.828 4.201 1.841 0.08
H 1.224 3.501 -0.491 0.07
H 0.196 -3.981 -1.626 0.09
H -1.815 -5.286 -1.209 0.09
H -3.096 -4.957 0.891 0.09
H -2.349 -3.198 2.488 0.09
C -1.277 3.379 -2.613 -0.23
Si -1.054 1.657 -3.350 0.03
C 0.480 1.744 -4.454 -0.27
C -2.507 1.446 -4.554 -0.27
Se -1.130 -0.019 -1.883 0.28
H -1.459 4.112 -3.409 0.01
H -0.376 3.672 -2.069 0.00
H -2.119 3.407 -1.918 0.00
H 0.193 1.804 -5.511 0.01
H 1.100 0.859 -4.303 -0.01
H 1.098 2.610 -4.206 0.00
H -2.549 2.278 -5.267 0.01
H -3.456 1.399 -4.013 0.01
H -2.396 0.513 -5.115 0.01
C -3.695 -0.461 0.642 -0.24
Ge -2.445 0.625 1.689 0.67
C -2.689 2.516 1.207 -0.22
C -3.132 0.456 3.546 -0.26
C -0.546 0.204 1.577 -0.73
H -4.721 -0.141 0.853 0.00
H -3.597 -1.515 0.910 -0.01
H -3.486 -0.352 -0.421 -0.06
H -3.746 2.796 1.181 0.00
H -2.245 2.680 0.224 -0.01
H -2.171 3.152 1.929 0.01
H -4.097 0.964 3.639 0.00
H -2.433 0.895 4.262 0.00
H -3.262 -0.598 3.801 -0.01
H -0.092 0.948 2.256 -0.04